62
Properties=species:S:1:pos:R:3:mulliken_charge:R:1 method="wB97M-V/def2-TZVPD" s_squared=3.772 e_homo_ev="-6.11 / -6.68" homo_lumo_gap_ev="6.50 / 6.58" e_lumo_ev="0.39 / -0.10" largest_force_ev_per_a=3.4 multiplicity=4 de_lowest_kcal_mol=98.4
V -0.220 -0.099 -0.805 -1.6876
P -2.448 -0.782 0.189 1.7324
N 0.274 -1.632 -2.699 0.3798
N 0.556 1.420 0.250 0.3931
C 1.118 1.603 1.529 -0.1597
C 2.555 2.960 3.025 -0.6539
C 1.298 -3.582 2.167 -0.8626
C 0.973 0.694 2.605 0.0721
C 0.589 2.841 -1.734 -0.2119
C 1.243 -0.704 -1.994 -0.1536
C 0.330 -1.375 -4.150 -0.9462
C 0.103 -1.727 0.488 0.8831
C -0.008 -3.160 2.436 -0.7403
C -3.030 -2.183 -0.720 -1.3280
C 1.417 -2.097 0.261 0.3822
C 2.109 -1.374 -0.888 -1.7726
C 1.654 0.880 3.810 -0.7267
C -1.994 -1.643 1.760 -1.2166
C -0.412 5.057 -1.694 -0.5191
C -3.940 0.021 0.769 -1.2911
C 1.892 2.763 1.801 -0.3128
C -0.437 3.684 0.305 -0.1550
C 0.172 2.606 -0.401 0.2756
C 0.294 4.056 -2.362 -0.7026
C -0.634 -2.224 1.574 0.7795
C 2.018 -3.069 1.099 -0.9987
C 0.063 -3.061 -2.378 -0.9675
C 2.466 1.993 4.046 -0.5661
C -0.765 4.875 -0.342 -0.6621
H 0.332 -0.183 2.468 0.1487
H 0.126 0.248 -2.522 0.1771
H -0.666 5.986 -2.215 0.3420
H -1.281 5.676 0.200 0.3667
H 1.190 2.058 -2.226 0.3335
H 0.623 4.212 -3.393 0.3713
H -1.797 0.414 0.200 -0.3139
H -2.269 -2.994 -0.757 0.2888
H -0.572 -3.551 3.312 0.4156
H -3.901 -2.560 -0.125 0.4331
H 2.694 -2.109 -1.449 0.6162
H 1.564 0.139 4.610 0.3815
H -2.763 -2.401 1.936 0.7217
H -4.508 -0.754 1.311 0.4040
H 1.963 -0.148 -2.642 0.4636
H 1.185 -0.689 -4.355 0.3277
H -0.600 -0.931 -4.603 0.2179
H -0.909 0.446 -2.065 0.1253
H 0.591 -2.353 -4.615 0.3537
H -3.693 0.840 1.446 0.4225
H 0.726 -3.449 -1.577 0.3490
H -2.050 -0.917 2.573 0.5060
H -0.988 -3.390 -2.145 0.0795
H 1.756 -4.335 2.829 0.3452
H 0.418 -3.543 -3.309 0.4149
H 1.999 3.536 1.040 0.4205
H -3.327 -1.906 -1.733 0.3985
H 3.029 -3.383 0.895 0.5109
H 3.151 3.856 3.182 0.3630
H 3.016 2.128 4.984 0.3593
H -0.636 3.590 1.387 0.4379
H 2.855 -0.663 -0.496 0.5252
H -4.492 0.389 -0.093 0.4300